# 1
17
Properties=species:S:1:pos:R:3:forces:R:3:nbo_charge:R:1 method="wB97M-V/def2-TZVPD" spin_multiplicity=1 energy_ev=-150966.386 e_homo_ev="-8.40 / -8.19" homo_lumo_gap_ev="7.616 / 7.134" de_lowest_kcal_mol=16.74
C -1.167 1.371 -0.920 -0.214 0.162 -0.060 0.685
C -0.161 -1.303 0.301 0.460 -0.158 -0.159 -0.243
C -0.970 0.948 0.457 1.022 -0.022 0.029 -0.062
C 1.302 -0.768 0.439 -0.041 -0.762 0.164 -0.309
C 1.487 0.477 -0.265 -0.579 0.431 0.270 -0.288
N -1.063 -0.352 0.894 -0.411 0.051 0.323 -0.591
O -1.669 0.440 -1.776 -0.045 -0.005 -0.324 -0.686
O -0.910 2.484 -1.305 -0.054 -0.217 -0.001 -0.562
Br 2.423 -2.297 -0.280 -0.165 0.502 0.135 -0.043
Br 2.521 1.853 0.478 0.019 -0.194 -0.083 0.102
H -0.369 -1.425 -0.764 0.067 -0.073 0.120 0.212
H -0.260 -2.270 0.795 0.003 0.075 -0.080 0.228
H -0.965 1.739 1.191 -0.012 0.026 0.027 0.227
H 1.595 -0.696 1.488 -0.055 -0.039 -0.164 0.234
H 1.395 0.522 -1.338 -0.041 0.046 -0.098 0.220
H -2.096 -0.285 -1.300 0.082 0.058 0.151 0.484
H -1.093 -0.438 1.905 -0.037 0.117 -0.250 0.393

***

# 2
25
Properties=species:S:1:pos:R:3:forces:R:3:nbo_charge:R:1 method="wB97M-V/def2-TZVPD" spin_multiplicity=1 energy_ev=-28094.940 e_homo_ev=-7.72 homo_lumo_gap_ev=7.550 de_lowest_kcal_mol=8.40
C 1.858 2.271 0.205 -0.184 0.062 0.124 -0.621
C 2.147 -0.226 -0.140 -0.133 -0.017 0.042 -0.616
C -2.374 -1.053 -0.820 0.117 0.086 -0.053 -0.623
C -1.559 -0.903 1.546 0.046 0.064 0.099 -0.625
C 1.280 0.880 0.449 -0.493 0.187 -0.032 -0.539
C -1.160 -0.841 0.078 0.030 0.490 0.037 -0.540
N -0.222 0.904 -1.882 -0.068 0.263 -0.088 -1.177
P -0.454 0.851 -0.217 -1.759 1.289 1.673 1.436
S -2.134 2.703 0.828 2.306 -2.437 -1.417 -0.634
H 1.140 3.030 0.514 0.034 0.130 0.005 0.247
H 2.773 2.409 0.778 0.081 -0.022 -0.019 0.223
H 2.094 2.420 -0.848 0.066 0.027 -0.101 0.196
H 1.811 -1.206 0.189 0.030 -0.125 -0.030 0.212
H 3.177 -0.096 0.187 0.078 0.015 0.036 0.221
H 2.123 -0.195 -1.227 0.052 -0.041 -0.072 0.220
H -3.052 -0.206 -0.732 -0.143 0.054 0.007 0.233
H -2.084 -1.175 -1.862 -0.033 -0.024 -0.100 0.208
H -2.907 -1.950 -0.509 -0.024 -0.056 -0.009 0.223
H -2.293 -0.122 1.750 0.003 -0.006 0.085 0.251
H -0.701 -0.739 2.200 -0.029 -0.035 0.094 0.208
H -1.997 -1.871 1.786 0.032 -0.069 -0.021 0.216
H 1.169 0.738 1.530 -0.093 0.022 -0.101 0.243
H -0.390 -1.585 -0.152 0.030 0.162 -0.023 0.228
H -1.112 0.894 -2.373 0.118 0.029 -0.023 0.408
H 0.278 1.748 -2.147 -0.063 -0.049 -0.113 0.401

***

# 3
144
Properties=species:S:1:pos:R:3:forces:R:3:lowdin_charge:R:1 method="wB97M-V/def2-TZVPD" charge=+3 spin_multiplicity=1 energy_ev=-65190.992 e_homo_ev=-13.40 homo_lumo_gap_ev=7.817 de_lowest_kcal_mol=0.00
N 0.620 1.250 -1.461 1.992 -0.457 -0.118 -0.572
O 1.399 2.223 -1.372 -1.009 -0.233 0.125 -0.028
O 0.397 0.544 -0.425 -0.619 0.204 -0.682 -0.096
O 0.219 0.879 -2.589 -0.609 0.009 0.674 -0.066
C -0.864 -3.095 0.474 -0.663 -0.319 -0.980 -0.088
C 0.493 -2.591 0.912 -0.240 1.004 1.662 -0.221
C 1.762 -3.328 0.495 -0.886 0.460 -1.463 -0.119
N 3.018 -2.720 1.013 2.152 -0.929 1.913 -0.229
C 3.238 -1.229 0.687 -1.083 -1.895 -1.170 0.064
C 4.277 -3.532 0.570 -1.251 -0.039 -0.770 -0.073
C 5.160 -3.762 1.792 0.351 0.990 -0.612 -0.126
C 4.582 -2.832 2.878 -0.047 -1.390 -1.039 -0.133
C 3.133 -2.898 2.510 -2.292 2.053 1.656 -0.135
H -1.093 -2.964 -0.591 0.538 -0.179 -0.195 0.056
H -1.674 -2.507 0.908 0.316 0.040 0.509 0.071
H -1.068 -4.139 0.715 0.174 -0.003 0.102 0.084
H 0.390 -2.451 1.995 0.485 -0.699 0.184 0.124
H 0.572 -1.532 0.674 0.015 -0.033 -0.816 0.073
H 1.778 -3.286 -0.601 0.385 0.316 -0.047 0.132
H 1.783 -4.406 0.654 -0.002 0.102 0.784 0.140
H 3.502 -1.361 -0.362 -0.228 1.051 -0.170 0.109
H 4.046 -0.742 1.218 -0.054 -0.411 0.369 0.090
H 2.267 -0.784 0.864 0.340 0.655 -0.114 0.064
H 4.701 -2.993 -0.274 0.274 0.019 0.193 0.126
H 3.881 -4.467 0.174 0.110 -0.029 0.023 0.124
H 6.143 -3.355 1.557 0.307 -0.873 0.030 0.123
H 5.131 -4.822 2.024 0.385 0.086 0.306 0.127
H 5.045 -1.868 2.686 -0.269 0.241 0.657 0.098
H 4.764 -3.249 3.864 0.078 0.425 0.156 0.133
H 2.501 -2.111 2.949 0.503 0.451 -0.119 0.120
H 2.580 -3.735 2.946 0.534 -0.805 -0.899 0.153
C -8.720 -2.680 -1.636 0.963 -0.084 0.956 -0.075
C -7.861 -1.440 -1.870 -0.366 0.393 -1.655 -0.233
C -6.384 -1.718 -2.220 -0.057 0.070 0.628 -0.125
N -5.502 -0.478 -2.102 -0.117 -1.499 1.015 -0.251
C -6.001 0.544 -3.130 1.520 -1.215 1.256 0.069
C -5.544 0.011 -0.644 -0.480 1.270 -1.166 -0.097
C -4.189 0.645 -0.481 0.762 -0.285 0.770 -0.147
C -3.303 -0.501 -0.963 -0.702 -0.280 0.257 -0.138
C -4.019 -0.866 -2.262 0.367 -0.397 -1.006 -0.092
H -8.602 -3.408 -2.435 -0.203 -0.010 -0.033 0.085
H -9.762 -2.421 -1.471 -0.030 0.065 -0.321 0.089
H -8.378 -3.122 -0.696 -0.113 -0.353 -0.130 0.082
H -7.987 -0.729 -1.055 0.250 -0.167 0.178 0.109
H -8.294 -0.949 -2.748 0.009 0.214 0.082 0.112
H -6.191 -2.064 -3.235 -0.512 -0.194 -0.058 0.135
H -5.987 -2.471 -1.537 0.197 0.100 0.055 0.134
H -6.066 -0.018 -4.057 -0.372 0.216 -0.138 0.114
H -5.174 1.242 -3.207 -0.552 0.622 -0.058 0.105
H -6.942 0.883 -2.719 -0.036 0.506 -0.505 0.105
H -6.409 0.665 -0.560 0.134 0.129 0.156 0.132
H -5.673 -0.825 0.040 0.032 -0.189 -0.232 0.146
H -3.998 1.508 -1.119 -0.370 0.257 0.229 0.123
H -4.009 0.862 0.572 0.060 0.336 -0.114 0.126
H -2.226 -0.341 -0.999 -0.060 0.341 -0.450 0.112
H -3.458 -1.320 -0.253 0.125 -0.102 -0.079 0.110
H -3.647 -0.375 -3.163 0.068 0.418 0.255 0.130
H -3.915 -1.927 -2.495 -0.465 -0.052 0.149 0.109
C -3.661 2.906 3.762 -0.639 0.266 -0.424 -0.087
C -2.441 3.268 2.953 0.791 1.166 1.236 -0.245
C -2.642 4.562 2.171 0.636 -0.719 -0.907 -0.111
N -1.364 4.932 1.403 -0.202 0.243 0.662 -0.236
C -0.234 5.150 2.412 -0.318 -0.003 -1.750 0.058
C -1.618 6.190 0.595 0.378 -0.062 -0.389 -0.096
C -0.858 6.009 -0.708 -0.525 0.472 -1.084 -0.156
C -1.056 4.541 -1.026 0.059 0.563 -0.414 -0.154
C -1.039 3.886 0.349 0.721 -0.838 -0.945 -0.103
H -3.548 2.073 4.453 0.239 -0.344 -0.451 0.084
H -4.452 2.733 3.023 -0.473 -0.159 0.643 0.072
H -3.915 3.729 4.435 -0.299 0.144 -0.331 0.087
H -2.022 2.463 2.356 -0.041 0.013 0.083 0.091
H -1.718 3.587 3.711 0.476 -0.701 -0.209 0.112
H -2.864 5.386 2.846 -0.126 0.098 -0.134 0.143
H -3.375 4.490 1.365 -0.324 -0.018 0.287 0.131
H -0.608 5.884 3.119 0.050 -0.410 0.472 0.115
H 0.567 5.631 1.851 0.140 -0.166 0.021 0.111
H 0.068 4.159 2.743 0.124 0.240 0.630 0.076
H -1.396 7.136 1.084 0.068 -0.325 0.603 0.143
H -2.687 6.140 0.395 0.036 0.304 -0.239 0.129
H 0.194 6.264 -0.847 0.043 0.281 1.079 0.126
H -1.366 6.630 -1.450 0.073 0.005 -0.014 0.125
H -0.228 4.179 -1.635 -0.093 -0.254 0.085 0.108
H -1.957 4.467 -1.640 -0.229 -0.522 0.456 0.117
H -0.031 3.490 0.477 -0.017 0.230 0.555 0.114
H -1.660 2.992 0.364 -0.358 0.301 0.578 0.118
C -2.301 -5.085 -3.362 -0.130 1.336 0.828 -0.073
C -0.988 -4.445 -3.847 -0.468 -0.823 0.016 -0.216
C -1.228 -3.381 -4.903 0.208 -0.569 0.017 -0.128
N 0.065 -2.741 -5.317 0.807 0.661 -1.202 -0.254
C 0.725 -1.921 -4.242 -0.543 -1.464 1.018 0.016
C -0.217 -1.780 -6.493 -0.012 -0.273 -0.253 -0.077
C -0.087 -2.572 -7.792 -0.197 -0.228 -0.333 -0.135
C 0.514 -3.912 -7.372 1.189 0.324 -0.273 -0.143
C 1.084 -3.696 -5.968 -1.625 -0.238 -0.464 -0.069
H -2.759 -5.689 -4.140 -0.095 -0.046 0.082 0.088
H -2.982 -4.289 -3.033 -0.255 -0.015 -0.468 0.057
H -2.208 -5.634 -2.425 0.451 -0.474 -0.339 0.083
H -0.448 -5.302 -4.255 0.406 0.336 -0.180 0.112
H -0.380 -4.016 -3.053 -0.204 -0.129 0.293 0.094
H -1.913 -2.594 -4.585 0.295 0.146 0.347 0.128
H -1.724 -3.806 -5.778 0.357 -0.062 -0.187 0.146
H -0.068 -1.440 -3.673 0.331 0.933 -0.354 0.096
H 1.530 -1.342 -4.675 -0.396 0.520 0.028 0.113
H 1.184 -2.581 -3.502 0.053 -0.235 -0.256 0.095
H 0.572 -1.034 -6.506 -0.257 0.239 0.445 0.132
H -1.204 -1.354 -6.337 0.143 0.281 0.096 0.134
H 0.567 -2.065 -8.500 0.097 0.154 0.224 0.124
H -1.019 -2.690 -8.343 -0.144 -0.078 0.284 0.122
H 1.390 -4.157 -7.975 -0.321 -0.242 -0.318 0.130
H -0.204 -4.724 -7.452 0.088 -0.110 0.289 0.121
H 2.018 -3.143 -5.939 0.138 -0.193 -0.181 0.140
H 1.152 -4.685 -5.524 0.164 0.401 0.808 0.128
C 3.756 2.298 0.905 -0.677 -0.748 -0.424 -0.096
C 4.517 2.796 2.113 0.854 -0.055 0.330 -0.204
C 4.999 1.611 2.982 -0.957 1.275 -0.512 -0.132
N 5.461 1.928 4.373 0.160 -0.621 0.718 -0.257
C 6.742 2.688 4.424 0.008 -0.006 -0.668 0.034
C 4.431 2.646 5.241 0.056 1.667 -0.240 -0.079
C 4.491 2.036 6.662 -0.874 -0.429 -0.572 -0.109
C 5.598 1.002 6.570 1.071 -0.926 -0.154 -0.160
C 5.562 0.594 5.101 -1.325 0.008 1.264 -0.108
H 2.849 1.717 1.096 0.019 0.199 0.524 0.053
H 4.362 1.607 0.308 0.246 0.315 -0.123 0.081
H 3.416 3.107 0.262 0.258 0.071 -0.057 0.079
H 3.908 3.446 2.742 -0.078 0.118 -0.178 0.112
H 5.361 3.355 1.702 0.057 0.235 0.386 0.114
H 5.830 1.099 2.500 -0.188 -0.370 -0.032 0.138
H 4.064 1.058 3.107 0.367 -0.724 0.107 0.107
H 7.021 2.939 5.442 -0.116 -0.195 0.045 0.110
H 6.595 3.618 3.877 0.041 -0.045 -0.054 0.111
H 7.513 2.089 3.943 0.089 0.061 0.057 0.116
H 4.636 3.720 5.248 0.625 -0.123 -0.050 0.135
H 3.475 2.656 4.712 -0.290 -0.961 0.418 0.104
H 4.594 2.696 7.518 0.215 0.471 -0.397 0.124
H 3.489 1.610 6.749 0.255 -0.552 0.430 0.127
H 6.603 1.353 6.818 -0.178 0.554 0.006 0.112
H 5.556 0.113 7.202 -0.701 0.067 0.021 0.129
H 6.261 -0.181 4.796 0.613 0.745 -0.496 0.140
H 4.567 0.158 4.974 0.002 -0.045 -0.315 0.133
O 0.257 1.680 2.209 0.997 -0.985 -0.090 0.010
C 1.111 1.420 3.267 -0.356 0.954 3.010 -0.811
O 1.712 0.321 3.276 0.453 -0.494 -1.176 -0.057
O 1.128 2.263 4.197 0.122 0.086 -1.240 -0.038
H 0.534 0.912 1.672 -0.780 0.568 -0.797 0.057

***

# 4
16
Properties=species:S:1:pos:R:3:forces:R:3:nbo_charge:R:1 method="wB97M-V/def2-TZVPD" charge=-1 spin_multiplicity=1 energy_ev=-17644.931 e_homo_ev=-2.69 homo_lumo_gap_ev=5.964 de_lowest_kcal_mol=57.92
C -1.026 2.322 -0.532 -1.515 -0.448 -0.273 -0.628
C -0.408 1.118 0.148 0.450 -0.854 -0.388 -0.535
S 0.056 1.375 1.900 0.085 0.110 -0.159 -0.128
H -1.819 1.934 -1.184 0.178 -0.138 -0.084 0.223
H -0.415 2.896 -1.222 0.491 0.197 0.486 0.206
H -1.614 2.942 0.152 0.475 0.316 0.109 0.192
H -1.046 0.238 0.103 -0.439 0.303 0.157 0.247
H 0.409 0.696 -0.441 0.295 0.363 0.155 0.276
H 0.376 0.090 2.135 -0.012 0.131 -0.017 0.126
N 1.199 -2.524 -0.336 2.585 -0.912 -0.675 -0.972
C 0.113 -2.371 -1.389 0.015 1.228 0.394 0.148
O -0.047 -1.116 -1.796 -0.535 -0.074 -0.058 -0.960
H 1.441 -2.098 0.554 -2.069 0.365 0.453 0.341
H 1.993 -2.088 -0.815 -0.067 -0.492 -0.490 0.327
H 0.504 -3.026 -2.198 0.111 -0.264 0.135 0.073
H -0.790 -2.904 -1.005 -0.047 0.167 0.252 0.064

***

# 5
58
Properties=species:S:1:pos:R:3:forces:R:3:nbo_charge:R:1 method="wB97M-V/def2-TZVPD" charge=+1 spin_multiplicity=1 energy_ev=-58649.869 e_homo_ev="-10.56 / -10.56" homo_lumo_gap_ev="4.543 / 4.545"
Au -0.839 0.106 0.503 -1.041 2.029 0.423 1.063
C -1.857 -3.062 3.750 0.113 0.074 -0.064 -0.668
C -1.699 -1.884 2.830 0.094 -0.882 0.717 0.117
N -0.728 -1.798 1.993 0.131 2.055 -2.291 -0.175
N 0.260 -2.551 1.792 0.594 -1.749 1.638 -0.380
C 0.927 -2.499 0.597 -0.997 0.392 0.357 0.611
O 0.525 -1.791 -0.322 0.162 0.124 -0.598 -0.654
C 2.080 -3.398 0.526 0.530 -0.285 -0.142 -0.091
C 3.079 -3.179 -0.423 -0.266 -0.013 0.143 -0.188
C 4.134 -4.064 -0.525 0.060 -0.023 -0.048 -0.202
C 4.185 -5.182 0.293 0.012 -0.007 0.050 -0.177
C 3.198 -5.400 1.242 0.160 -0.066 -0.043 -0.213
C 2.157 -4.504 1.373 -0.136 0.151 -0.059 -0.178
C -2.716 -0.862 2.767 0.147 -0.230 0.196 0.206
C -3.744 -0.772 3.717 0.012 0.178 -0.193 -0.230
C -4.760 0.141 3.538 0.163 0.006 -0.217 -0.110
C -4.753 0.940 2.401 0.159 -0.087 -0.077 -0.266
C -3.691 0.824 1.526 -0.681 0.662 -0.293 0.073
N -2.694 -0.031 1.711 1.457 0.010 -0.905 -0.484
H -1.080 -3.793 3.542 -0.013 0.043 -0.004 0.257
H -2.830 -3.529 3.604 -0.033 -0.032 0.047 0.232
H -1.769 -2.757 4.792 -0.013 -0.020 0.107 0.232
H 3.010 -2.316 -1.066 -0.030 0.062 -0.110 0.220
H 4.915 -3.896 -1.250 0.066 0.035 -0.090 0.219
H 4.998 -5.885 0.193 0.081 -0.052 -0.011 0.222
H 3.245 -6.275 1.873 -0.013 -0.048 0.074 0.222
H 1.385 -4.662 2.112 -0.020 0.001 -0.008 0.232
H -3.736 -1.400 4.591 0.108 -0.185 0.016 0.247
H -5.559 0.222 4.259 -0.051 -0.003 0.077 0.242
H -5.552 1.633 2.200 -0.048 0.101 -0.091 0.244
H -3.645 1.417 0.618 -0.153 -0.080 0.257 0.198
Cl 5.503 1.991 -5.312 0.174 0.040 -0.094 0.047
C 4.150 1.725 -4.288 -0.282 -0.073 0.270 -0.012
C 4.272 0.886 -3.186 0.063 0.028 -0.110 -0.234
C 3.182 0.675 -2.364 -0.239 0.181 0.058 -0.159
C 1.965 1.292 -2.645 0.155 -0.053 0.041 -0.113
C 1.850 2.114 -3.765 -0.087 -0.106 0.198 -0.169
C 2.942 2.350 -4.573 0.167 -0.018 -0.061 -0.237
C 0.786 1.125 -1.744 0.035 0.296 -1.241 0.780
O -0.346 1.381 -2.214 -0.560 0.300 0.189 -0.708
O 1.001 0.815 -0.547 -0.643 -0.950 1.774 -0.659
H 5.220 0.418 -2.974 0.079 -0.067 -0.008 0.238
H 3.254 0.040 -1.495 0.081 -0.049 0.094 0.232
H 0.896 2.568 -3.993 -0.029 0.021 -0.032 0.226
H 2.873 3.019 -5.416 -0.027 -0.009 -0.117 0.237
C -3.053 2.933 -2.021 0.335 -0.405 0.430 -0.957
Sb -1.483 2.803 -0.551 -0.096 0.112 -0.380 1.356
C -0.162 4.310 -1.330 0.153 -0.530 0.254 -0.950
C -2.297 4.124 1.033 0.289 -0.815 -0.222 -0.944
H -3.347 3.974 -2.115 0.040 0.128 0.116 0.244
H -3.911 2.332 -1.740 -0.087 -0.036 0.024 0.238
H -2.646 2.566 -2.956 0.089 -0.054 -0.052 0.263
H -0.767 5.178 -1.588 -0.168 -0.033 0.119 0.246
H 0.341 3.942 -2.215 -0.003 -0.091 -0.060 0.250
H 0.580 4.582 -0.585 -0.003 0.042 0.067 0.249
H -2.575 5.047 0.539 -0.012 0.112 -0.263 0.241
H -1.518 4.319 1.760 0.154 -0.018 0.085 0.243
H -3.158 3.696 1.528 -0.131 -0.112 0.061 0.231